Entry 1:
{"formula": "C20H27Br2N6O8Tl", "method": "ωB97M-V/def2-TZVPD", "symbols": ["Tl", "Br", "C", "Br", "H", "H", "N", "C", "C", "C", "N", "C", "C", "N", "C", "H", "H", "H", "H", "H", "H", "H", "H", "H", "H", "H", "H", "H", "H", "H", "H", "O", "C", "C", "C", "C", "C", "C", "N", "H", "H", "H", "H", "H", "H", "H", "O", "C", "O", "C", "C", "C", "C", "C", "C", "O", "N", "O", "O", "N", "O", "O", "H", "H"], "coordinates": [[-0.297, -0.504, -1.076], [0.437, -0.564, -4.067], [-0.128, -2.458, -0.265], [-0.456, -2.693, 1.628], [0.866, -2.801, -0.475], [-0.834, -3.091, -0.879], [2.987, -1.594, 2.184], [2.982, -1.478, 0.749], [3.638, -2.743, 0.082], [3.736, -2.716, -1.441], [2.406, -2.969, -1.964], [4.289, -1.391, -1.844], [3.715, -0.164, -1.190], [2.369, 0.144, -1.650], [3.767, -0.284, 0.330], [1.454, -0.289, 2.836], [3.900, -1.662, 2.587], [2.360, -2.285, 2.567], [1.960, -1.311, 0.382], [3.080, -3.649, 0.337], [4.682, -2.861, 0.510], [4.425, -3.559, -1.698], [2.229, -3.960, -2.007], [2.283, -2.564, -2.903], [4.167, -1.318, -2.934], [5.366, -1.432, -1.628], [4.415, 0.626, -1.541], [2.260, -0.157, -2.648], [2.270, 1.150, -1.640], [3.238, 0.640, 0.654], [4.821, -0.276, 0.693], [-2.148, -0.946, -2.752], [-2.899, 0.210, -2.783], [-2.249, 1.527, -2.288], [-2.832, 2.756, -2.523], [-2.188, 3.889, -2.157], [-1.000, 3.803, -1.470], [-0.458, 2.574, -1.286], [-1.054, 1.451, -1.701], [-1.562, -0.951, -3.569], [-3.754, 0.159, -2.128], [-3.302, 0.410, -3.791], [-3.754, 2.755, -3.005], [-2.641, 4.854, -2.142], [-0.573, 4.728, -1.000], [0.390, 2.467, -0.644], [0.624, 0.195, 3.225], [-0.118, 0.491, 2.149], [0.387, 0.649, 1.040], [-1.575, 0.609, 2.483], [-1.944, 1.168, 3.739], [-3.257, 1.552, 3.982], [-4.242, 1.392, 3.002], [-3.834, 0.880, 1.793], [-2.543, 0.405, 1.456], [-2.317, -0.057, 0.318], [-4.907, 0.716, 0.793], [-4.778, 1.218, -0.321], [-5.943, 0.181, 1.154], [-3.679, 1.945, 5.320], [-4.893, 2.072, 5.416], [-2.907, 2.273, 6.190], [-1.174, 1.256, 4.507], [-5.265, 1.581, 3.303]], "orbital_gap_ev": 8.244, "relative_energy_kcal_mol": 13.4, "energy_ev": -191272.4277, "fmax_ha_per_bohr": 0.0459, "lumo_ev": -0.27, "homo_energy_ev": -8.51}

Entry 2:
{"formula": "C44H35BCaClN2O10P2", "method": "ωB97M-V/def2-TZVPD", "symbols": ["Ca", "C", "C", "N", "C", "C", "N", "C", "O", "O", "C", "O", "O", "H", "H", "H", "H", "H", "O", "P", "C", "P", "O", "C", "C", "C", "C", "C", "C", "C", "C", "C", "C", "C", "C", "C", "C", "C", "C", "C", "C", "C", "C", "C", "C", "C", "C", "H", "H", "H", "H", "H", "H", "H", "H", "H", "H", "H", "H", "H", "H", "H", "H", "H", "H", "H", "H", "H", "H", "Cl", "C", "C", "C", "C", "C", "C", "C", "O", "O", "H", "H", "H", "H", "O", "B", "O", "C", "C", "C", "C", "C", "C", "H", "H", "H", "H"], "coordinates": [[2.479, 0.256, 0.023], [0.802, -0.630, 4.358], [2.242, -0.431, 4.033], [2.748, -0.122, 2.855], [4.109, -0.012, 3.051], [4.414, -0.255, 4.361], [3.211, -0.522, 4.967], [5.639, -0.294, 5.193], [6.773, -0.014, 4.597], [5.546, -0.549, 6.378], [5.033, 0.353, 1.923], [6.256, 0.403, 2.164], [4.459, 0.586, 0.837], [0.298, -1.177, 3.564], [0.296, 0.330, 4.470], [0.685, -1.187, 5.288], [3.130, -0.740, 5.947], [6.614, 0.207, 3.603], [1.432, 2.302, 0.597], [-0.049, 2.313, 0.883], [-0.626, 0.745, 1.542], [-0.475, -1.681, -0.176], [1.017, -1.449, 0.077], [-0.907, -3.337, 0.424], [-0.395, -3.735, 1.657], [-0.727, -4.968, 2.191], [-1.582, -5.819, 1.501], [-2.092, -5.433, 0.272], [-1.754, -4.197, -0.265], [-0.774, -1.692, -1.961], [-2.055, -1.578, -2.499], [-2.226, -1.505, -3.873], [-1.121, -1.529, -4.716], [0.156, -1.642, -4.186], [0.330, -1.727, -2.810], [-0.966, 2.705, -0.617], [-0.461, 2.199, -1.813], [-1.202, 2.319, -2.980], [-2.432, 2.959, -2.963], [-2.921, 3.494, -1.779], [-2.191, 3.363, -0.608], [-0.447, 3.579, 2.104], [-1.637, 3.614, 2.827], [-1.869, 4.636, 3.734], [-0.911, 5.622, 3.930], [0.280, 5.587, 3.221], [0.512, 4.568, 2.306], [-1.083, 0.960, 2.513], [0.306, 0.220, 1.772], [0.290, -3.087, 2.191], [-0.315, -5.267, 3.147], [-1.842, -6.783, 1.920], [-2.752, -6.094, -0.277], [-2.152, -3.909, -1.230], [-2.923, -1.532, -1.853], [-3.223, -1.414, -4.286], [-1.258, -1.455, -5.788], [1.021, -1.654, -4.838], [1.326, -1.810, -2.389], [0.509, 1.717, -1.853], [-0.810, 1.902, -3.900], [-3.008, 3.047, -3.876], [-3.876, 4.004, -1.764], [-2.593, 3.764, 0.314], [-2.386, 2.841, 2.690], [-2.796, 4.660, 4.292], [-1.093, 6.416, 4.643], [1.034, 6.346, 3.380], [1.442, 4.517, 1.754], [3.673, -0.803, -8.446], [3.572, -0.563, -6.717], [3.032, 0.616, -6.232], [2.950, 0.796, -4.859], [3.398, -0.189, -3.992], [3.942, -1.363, -4.502], [4.034, -1.558, -5.871], [3.235, -0.032, -2.501], [2.707, 1.040, -2.081], [3.564, -0.982, -1.759], [2.683, 1.373, -6.921], [2.527, 1.700, -4.440], [4.278, -2.116, -3.802], [4.452, -2.467, -6.283], [-2.511, -0.981, 1.763], [-1.655, -0.264, 0.781], [-2.595, 0.360, -0.171], [-3.821, -0.122, 0.132], [-5.001, 0.103, -0.538], [-6.158, -0.510, -0.035], [-6.108, -1.311, 1.092], [-4.901, -1.535, 1.769], [-3.770, -0.929, 1.275], [-5.020, 0.734, -1.417], [-7.103, -0.355, -0.541], [-7.014, -1.778, 1.457], [-4.850, -2.164, 2.649]], "orbital_gap_ev": 7.570, "relative_energy_kcal_mol": 0.0, "energy_ev": -119882.5131, "fmax_ha_per_bohr": 0.0193, "lumo_ev": 2.19, "total_charge": -1, "homo_energy_ev": -5.38}

Entry 3:
{"formula": "C6H15Cl2CuN2O13", "method": "ωB97M-V/def2-TZVPD", "symbols": ["Cu", "Cl", "O", "O", "O", "O", "Cl", "O", "O", "O", "O", "N", "O", "O", "O", "C", "O", "C", "C", "N", "C", "C", "O", "C", "H", "H", "H", "H", "H", "H", "H", "H", "H", "H", "H", "H", "H", "H", "H"], "coordinates": [[-0.733, 0.426, 0.717], [0.706, 1.984, 2.094], [0.529, 0.569, 2.215], [-0.284, 2.468, 1.185], [0.417, 2.631, 3.326], [1.981, 2.309, 1.560], [-3.202, 0.491, 1.585], [-2.454, 0.979, 0.490], [-2.221, 0.541, 2.638], [-4.300, 1.352, 1.863], [-3.651, -0.833, 1.351], [-0.701, -1.797, 1.473], [-1.434, -1.239, 2.229], [-0.776, -3.036, 1.374], [0.004, -1.123, 0.736], [-2.518, -1.174, -0.968], [-1.759, 0.048, -0.879], [-0.661, 0.128, -1.767], [0.209, 1.293, -1.360], [0.706, 1.246, 0.045], [1.690, 0.212, 0.337], [2.906, 0.190, -0.602], [2.698, -0.446, -1.897], [2.581, -1.871, -1.929], [-3.341, -1.196, -0.253], [-1.975, -2.101, -0.786], [-2.914, -1.197, -1.984], [-1.046, 0.219, -2.783], [-0.134, -0.817, -1.638], [-0.290, 2.233, -1.597], [1.067, 1.503, -1.997], [1.104, 2.133, 0.317], [1.253, -0.785, 0.283], [2.127, 0.351, 1.326], [3.801, -0.158, -0.087], [3.017, 1.239, -0.878], [3.558, -2.295, -1.697], [2.176, -2.267, -2.861], [1.865, -2.208, -1.180]], "orbital_gap_ev": 4.246, "energy_ev": -105713.6937, "fmax_ha_per_bohr": 0.2230, "lumo_ev": 5.22, "total_charge": -2, "homo_energy_ev": 0.97}